{"formula": "C26H21BF7LiN5O5S2Sb", "method": "the ωB97M-V functional and the def2-TZVPD basis", "spin_multiplicity": 2, "homo_energy_ev": [-2.78, -5.20], "de_lowest_kj_mol": 0.0, "largest_force_ha_per_bohr": 0.0061, "s2": 0.781, "total_charge": -1, "gap_ev": [5.0, 7.4], "elements": ["C", "C", "H", "C", "C", "H", "C", "C", "H", "F", "F", "H", "H", "N", "C", "H", "C", "H", "Li", "H", "H", "C", "C", "C", "N", "C", "H", "S", "C", "H", "F", "F", "C", "H", "O", "H", "C", "H", "N", "Sb", "H", "C", "H", "C", "H", "C", "C", "C", "C", "C", "N", "F", "C", "C", "C", "H", "C", "S", "F", "H", "O", "F", "H", "B", "O", "O", "H", "O", "N"], "xyz": [[1.1820, -0.0675, -4.9133], [2.9630, -3.6785, 2.3463], [1.8484, -1.1510, -3.1882], [-1.4655, -0.4413, 0.6072], [1.1425, 0.9455, 4.7543], [-3.2665, 2.5664, -3.0284], [-3.4226, 1.5325, -3.3606], [1.0609, -0.5672, -3.6406], [3.7916, -3.0583, 2.6678], [1.2977, 4.0185, -1.2171], [2.3097, -0.3441, -5.6173], [-1.7954, 2.9368, -5.1315], [-3.0667, 1.2151, 4.4781], [2.4156, 0.6489, 2.7317], [1.7968, -5.8018, 2.3036], [-1.9659, 1.8305, -6.4854], [1.9613, -3.1543, 1.5638], [-5.5623, 1.6421, -3.4116], [0.5174, 0.7673, 1.9052], [-3.6258, 0.4935, -5.2240], [0.3655, 1.0999, -6.5088], [0.8959, 1.4228, 5.9946], [3.6578, 0.5988, 4.6769], [0.7779, -5.2608, 1.5074], [0.0305, 0.6538, 3.9913], [0.2161, 0.7120, -5.5100], [-2.3408, 0.3965, 3.1513], [-0.8102, 1.5064, 6.2556], [-3.3754, 1.5022, -4.8803], [-0.0656, -5.8569, 1.1838], [1.0681, 1.6088, 0.0910], [1.7708, 3.7817, 1.4279], [2.4405, 0.7396, 4.1052], [1.7400, -6.8413, 2.6018], [-2.3993, -0.0751, 1.3000], [-4.9559, 1.1917, -1.8252], [-1.0709, 0.9006, 4.6337], [3.6405, -5.4645, 3.3357], [3.8654, 0.3761, 0.9052], [0.3412, 3.3805, 0.2650], [3.9151, 0.5855, 5.7219], [-2.3997, 0.3762, -1.4833], [-3.2373, 0.7382, -0.9103], [-0.9580, 0.9981, -4.7926], [-4.1449, 2.1799, -5.2545], [-1.1475, 0.4718, -3.5299], [2.8678, -5.0266, 2.7159], [-4.7972, 1.0622, -2.8935], [-0.2531, -0.7050, -1.5749], [-0.1169, -0.2967, -2.9102], [-2.3066, 0.6498, 4.1432], [-1.1098, 2.8910, -0.8353], [-1.4207, -0.3135, -0.8524], [3.5963, 0.4505, 2.2345], [0.8759, -3.9357, 1.1494], [-4.9339, 0.0075, -3.1394], [-2.0028, 1.8943, -5.3962], [4.8491, 0.3581, 3.4469], [-0.5222, 2.5356, 1.7589], [3.0416, 0.2165, 0.3380], [-0.3506, -0.9231, 1.1589], [-0.4699, 5.0412, 0.6137], [1.5970, 1.7739, 6.7324], [0.5675, -1.8358, 0.3712], [0.0236, -3.2082, 0.3988], [0.7698, -1.3202, -0.9700], [4.6592, -0.1769, 0.6302], [1.8453, -1.8967, 1.0873], [-2.3453, 0.7018, -2.8010]], "atomic_forces_ev_per_a": [[-0.02, 0.01, 0.00], [0.04, 0.07, 0.00], [0.00, 0.01, -0.01], [-0.07, -0.16, -0.04], [-0.06, -0.03, 0.05], [0.05, 0.01, 0.01], [-0.08, -0.01, 0.00], [0.01, -0.02, 0.00], [-0.01, -0.01, 0.00], [0.01, -0.03, -0.02], [0.00, 0.00, 0.01], [0.00, 0.00, -0.01], [0.01, -0.01, 0.03], [-0.19, 0.12, -0.22], [0.01, 0.04, -0.01], [0.00, -0.01, 0.00], [0.01, -0.08, 0.06], [0.00, 0.00, 0.00], [0.05, -0.13, 0.26], [0.00, -0.01, 0.00], [0.00, 0.00, 0.01], [0.03, 0.03, 0.00], [-0.02, -0.01, 0.00], [0.01, -0.01, 0.02], [0.03, 0.08, -0.15], [0.01, 0.01, 0.01], [0.00, -0.02, 0.03], [-0.10, -0.06, -0.09], [0.05, 0.03, -0.04], [0.00, 0.01, 0.00], [0.09, -0.12, -0.14], [-0.01, 0.09, -0.08], [0.06, -0.02, -0.01], [0.01, 0.00, 0.00], [0.01, 0.07, 0.03], [-0.02, 0.01, -0.01], [0.12, 0.05, 0.22], [0.00, 0.01, 0.00], [-0.06, 0.05, 0.00], [0.08, -0.01, 0.17], [0.00, 0.00, -0.01], [-0.05, 0.10, -0.01], [0.00, -0.02, -0.01], [-0.03, 0.04, -0.04], [-0.01, -0.01, -0.01], [-0.01, 0.04, 0.00], [-0.04, -0.05, -0.01], [0.05, 0.01, 0.02], [-0.12, 0.15, -0.03], [0.04, -0.01, 0.03], [-0.02, 0.00, -0.13], [-0.01, 0.03, -0.05], [0.27, -0.12, -0.03], [0.17, -0.04, 0.21], [-0.08, -0.04, -0.02], [-0.01, 0.00, 0.01], [-0.05, -0.03, 0.03], [-0.02, 0.00, -0.10], [-0.13, 0.03, 0.05], [0.02, 0.00, -0.02], [-0.12, 0.19, -0.06], [-0.01, -0.03, 0.03], [0.00, -0.01, -0.01], [0.13, -0.07, 0.04], [0.01, 0.01, -0.01], [-0.06, -0.06, 0.04], [0.00, -0.01, 0.02], [0.01, 0.06, -0.06], [-0.01, -0.08, 0.01]], "mulliken_spin": [-0.109, 0.000, 0.043, -0.027, 0.000, 0.007, -0.014, 0.214, 0.000, 0.000, -0.004, -0.001, 0.000, -0.001, 0.000, 0.002, 0.001, -0.001, 0.015, -0.001, 0.026, 0.000, 0.000, 0.001, 0.000, 0.249, -0.001, 0.000, 0.003, 0.000, 0.002, 0.000, 0.000, 0.000, 0.001, 0.001, 0.000, 0.000, -0.001, -0.001, 0.000, 0.139, 0.030, -0.059, 0.000, 0.142, 0.000, 0.002, 0.383, -0.147, 0.000, 0.000, -0.030, 0.000, -0.002, 0.001, -0.008, 0.000, 0.002, 0.001, -0.003, 0.000, 0.000, 0.024, 0.002, 0.028, 0.000, 0.000, 0.088]}